The following is a quantum chemistry calculation of the molecule C18H18F3NO2, from OMol25.

Values from the calculation:
frontier orbital gap = 9.10 eV
charge = 0
E_HOMO = -8.33 eV
LUMO level = 0.77 eV

Each line ends with the natural charge from an NBO analysis.
Positions of all 42 atoms, in Å:
C (2.03, 3.97, -2.09)  -0.622
C (1.42, 2.64, -2.45)  -0.052
C (0.46, 2.55, -3.45)  -0.180
C (-0.10, 1.33, -3.78)  -0.276
C (0.29, 0.17, -3.12)  0.369
C (1.26, 0.25, -2.13)  -0.330
C (1.81, 1.48, -1.81)  -0.181
H (2.56, 1.52, -1.03)  0.211
H (1.61, -0.62, -1.61)  0.208
O (-0.33, -0.98, -3.54)  -0.510
C (-0.18, -2.15, -2.77)  -0.058
C (-0.91, -2.05, -1.42)  -0.430
C (-0.39, -3.07, -0.40)  -0.499
C (-0.95, -2.78, 0.98)  0.697
O (-1.74, -3.49, 1.55)  -0.590
N (-0.44, -1.61, 1.50)  -0.638
C (-0.75, -0.98, 2.69)  0.269
C (-1.44, -1.63, 3.71)  -0.266
C (-1.72, -0.97, 4.90)  -0.166
C (-1.32, 0.34, 5.09)  -0.239
C (-0.64, 1.00, 4.09)  -0.156
C (-0.36, 0.36, 2.89)  -0.221
C (0.35, 1.11, 1.80)  0.975
F (1.53, 0.54, 1.47)  -0.339
F (-0.36, 1.14, 0.65)  -0.328
F (0.62, 2.38, 2.11)  -0.314
H (-0.33, 2.03, 4.22)  0.231
H (-1.54, 0.85, 6.02)  0.219
H (-2.26, -1.50, 5.67)  0.219
H (-1.76, -2.65, 3.56)  0.260
H (0.20, -1.13, 0.88)  0.409
H (-0.70, -4.07, -0.69)  0.237
H (0.70, -3.04, -0.36)  0.213
H (-1.98, -2.19, -1.58)  0.221
H (-0.77, -1.03, -1.05)  0.217
H (0.89, -2.37, -2.61)  0.164
H (-0.60, -2.95, -3.38)  0.199
H (-0.85, 1.26, -4.55)  0.222
H (0.14, 3.44, -3.97)  0.209
H (2.85, 4.20, -2.78)  0.217
H (1.29, 4.76, -2.17)  0.215
H (2.43, 3.95, -1.08)  0.215